{"formula": "C42H60BF2N8O2PPrSSi", "method": "the ωB97M-V functional and the def2-TZVPD basis", "species": ["Pr", "C", "C", "C", "C", "C", "O", "C", "N", "C", "C", "C", "C", "C", "C", "P", "C", "C", "C", "C", "C", "C", "C", "C", "C", "C", "C", "C", "H", "H", "H", "H", "H", "H", "H", "H", "H", "H", "H", "H", "H", "H", "H", "H", "H", "H", "H", "H", "H", "H", "H", "H", "F", "B", "F", "O", "N", "S", "C", "N", "C", "Si", "C", "C", "C", "C", "C", "C", "C", "C", "H", "H", "H", "H", "H", "H", "H", "H", "H", "H", "H", "H", "H", "H", "H", "H", "H", "H", "H", "H", "H", "C", "C", "C", "C", "N", "C", "N", "N", "N", "H", "H", "H", "H", "H", "H", "H", "H", "H", "H", "C", "C", "C", "N", "H", "H", "H", "H", "H"], "positions_angstrom": [[0.63117, -0.19668, 1.01777], [3.40306, -1.21816, 3.76771], [2.86052, 0.05397, 4.42512], [3.59807, 1.28309, 3.96175], [1.36053, 0.20575, 4.44886], [0.87826, 1.03386, 5.65903], [0.12446, 2.10178, 5.08319], [0.08401, 1.93457, 3.72403], [0.75057, 0.93080, 3.27484], [-0.63302, 3.05591, 3.12307], [-0.47346, 4.19357, 3.91795], [-1.33410, 5.26834, 3.90453], [-2.47269, 5.19309, 3.10541], [-2.60769, 4.13537, 2.21724], [-1.64838, 3.08744, 2.15030], [-2.00622, 2.39680, 0.51331], [-1.37314, 3.57879, -0.67291], [-1.42251, 4.96947, -0.61184], [-0.62293, 5.68207, -1.45743], [0.22511, 5.04519, -2.33731], [0.25640, 3.66272, -2.43620], [-0.58422, 2.89332, -1.62702], [-3.75325, 2.12800, 0.45505], [-4.30446, 1.11754, 1.24430], [-5.56720, 0.63212, 0.92416], [-6.30792, 1.23642, -0.11915], [-5.78194, 2.28539, -0.84508], [-4.49045, 2.72399, -0.58176], [4.48602, -1.26520, 3.91845], [3.22085, -1.18521, 2.71429], [2.93852, -2.13711, 4.23588], [3.11345, -0.09997, 5.48518], [3.24959, 1.53548, 2.95934], [4.65436, 1.13160, 3.96073], [3.40335, 2.14362, 4.57853], [0.94277, -0.80532, 4.51664], [1.68254, 1.49685, 6.25196], [0.22197, 0.54064, 6.34577], [0.37429, 4.24136, 4.60386], [-1.17929, 6.14108, 4.52867], [-3.25757, 5.96646, 3.20542], [-3.46104, 4.18705, 1.55710], [-1.97776, 5.47813, 0.19850], [-0.64350, 6.74500, -1.47231], [0.87147, 5.73225, -2.92239], [0.91572, 3.20648, -3.16130], [1.17865, 2.60952, 0.22938], [-3.76504, 0.63663, 2.05517], [-5.95108, -0.25780, 1.41395], [-7.30548, 0.90834, -0.34393], [-6.37153, 2.71196, -1.62885], [-4.05274, 3.48670, -1.22351], [1.36206, 2.23410, 1.04500], [-0.56266, 1.29383, -1.58360], [0.82747, 0.75729, -1.34798], [-1.36546, -0.13869, 0.38740], [-1.14166, 1.15507, -0.15221], [-0.76099, -1.62971, 3.14648], [-1.36493, -3.05027, 2.45534], [-1.69927, -4.02862, 1.90713], [-2.34385, 1.62307, -4.04633], [-1.35640, 0.20678, -3.22866], [-2.57414, -1.14764, -2.75155], [-1.78939, -2.35890, -2.20822], [-3.42237, -1.55764, -3.98408], [-3.53606, -0.66428, -1.65889], [0.06007, -0.36199, -4.42436], [1.07412, -1.34387, -3.85527], [-0.50390, -0.90117, -5.77138], [0.96492, 0.84984, -4.79054], [-2.93148, 1.30870, -4.90084], [-1.57086, 2.38637, -4.28848], [-3.03071, 2.11477, -3.37858], [-1.39854, -3.04055, -2.94725], [-2.41354, -2.87235, -1.50070], [-0.93505, -2.03690, -1.68369], [-2.83898, -1.79356, -4.87192], [-4.11569, -0.75343, -4.27193], [-4.02710, -2.48146, -3.81170], [-3.01557, -0.71660, -0.72176], [-4.39756, -1.36886, -1.64275], [-3.91210, 0.33728, -1.76962], [0.58583, -2.31301, -3.60584], [1.59604, -0.86178, -3.01361], [1.77131, -1.57520, -4.65244], [-1.13002, -1.80123, -5.65596], [0.33819, -1.18556, -6.38760], [-1.08283, -0.14956, -6.31791], [1.49196, 1.18991, -3.90167], [0.37779, 1.70902, -5.23208], [1.70964, 0.54326, -5.48815], [3.43043, -6.55769, 2.29165], [2.17268, -6.92727, 1.52624], [0.89877, -6.72778, 2.33707], [2.10251, -6.17346, 0.19581], [2.12451, -4.70811, 0.27281], [1.09097, -3.89519, 0.33393], [1.54322, -2.64340, 0.48381], [2.90861, -2.74693, 0.49555], [3.25886, -3.95029, 0.37065], [3.61787, -7.15831, 3.16102], [3.40620, -5.50206, 2.62395], [4.31087, -6.64397, 1.61524], [2.30272, -7.97496, 1.19981], [0.71086, -5.70698, 2.64346], [0.96054, -7.29467, 3.28630], [0.00262, -6.97183, 1.81705], [1.17947, -6.42411, -0.31619], [2.93779, -6.44531, -0.44917], [0.07256, -4.22189, 0.31506], [5.26999, 1.72367, -1.88018], [5.49203, 0.41112, -1.11634], [4.25071, 0.09179, -0.35943], [3.25274, 0.06104, 0.19241], [6.17932, 1.99279, -2.37214], [5.01826, 2.55592, -1.22827], [4.48247, 1.61906, -2.62408], [6.26137, 0.49295, -0.37478], [5.74562, -0.41365, -1.77046]], "spin_multiplicity": 3, "charge": 1, "orbital_gap_ev": [7.29, 7.29]}

---

{"formula": "C2H11NO5", "method": "the ωB97M-V functional and the def2-TZVPD basis", "species": ["O", "C", "N", "C", "O", "H", "H", "H", "H", "H", "H", "H", "O", "H", "H", "O", "H", "H", "O"], "positions_angstrom": [[2.26993, 0.28376, 0.03516], [1.74395, -0.48523, 0.81246], [0.89420, -1.42114, 0.23915], [0.25274, -1.11109, -1.08397], [-0.64494, -2.15373, -1.35046], [1.92857, -0.50647, 1.85567], [0.31549, -1.81889, 0.86122], [-0.35989, -0.30757, -1.03055], [1.02293, -1.08095, -1.87932], [-0.31089, -3.02629, -1.73543], [-3.60416, 1.32372, 2.79672], [-3.23967, -0.06659, 2.62010], [-3.65201, 0.42097, 3.27181], [2.45361, 0.36416, -1.96389], [2.97204, 1.71255, -2.33622], [2.81228, 0.87063, -2.72369], [-2.30332, 2.35635, 0.02889], [-0.82097, 2.30419, 0.69250], [-1.72989, 2.34161, 0.88984]], "relative_energy_kcal_mol": 46.1, "spin_multiplicity": 1, "charge": 0, "smiles": "O=CNCO.O.O.O", "orbital_gap_ev": 10.75}

---

{"formula": "C43H53As2NO4ReS5Si", "method": "the ωB97M-V functional and the def2-TZVPD basis", "species": ["Re", "S", "As", "S", "S", "S", "C", "C", "C", "C", "C", "C", "As", "C", "C", "C", "C", "C", "C", "C", "C", "C", "C", "C", "C", "H", "H", "H", "H", "H", "H", "H", "H", "H", "H", "H", "H", "H", "C", "H", "H", "N", "S", "C", "C", "C", "C", "C", "C", "C", "C", "C", "C", "C", "C", "H", "H", "H", "H", "H", "H", "H", "H", "H", "H", "H", "C", "C", "C", "C", "O", "Si", "O", "O", "C", "C", "C", "C", "O", "C", "C", "C", "C", "H", "H", "H", "H", "H", "H", "H", "H", "H", "H", "H", "H", "H", "H", "H", "H", "H", "H", "H", "H", "H", "H", "H", "H", "H", "H", "H"], "positions_angstrom": [[-0.00641, -0.81244, 2.52175], [-0.51922, 1.83501, 6.15963], [0.59502, 1.81438, 4.47677], [1.49011, -0.34789, 4.12823], [-0.74719, 1.24773, 2.69713], [2.25771, 2.86957, 3.86064], [-4.96170, 5.51928, -1.53973], [-3.69664, 5.86628, -1.94243], [-2.67247, 4.92464, -1.77042], [-2.93512, 3.70274, -1.08717], [-4.23975, 3.43780, -0.65688], [-5.24111, 4.36116, -0.92817], [-1.57040, 2.46151, -0.78404], [-0.13413, 3.62321, -0.21488], [-0.03111, 4.35309, 0.92674], [0.98557, 5.25652, 1.12542], [1.96375, 5.42257, 0.15725], [1.96468, 4.59762, -0.99090], [0.88651, 3.79099, -1.15473], [0.63767, 3.07022, -2.40240], [1.50912, 2.94784, -3.48473], [1.15136, 2.24186, -4.59117], [-0.11676, 1.63468, -4.67448], [-0.97028, 1.67677, -3.60954], [-0.59422, 2.41138, -2.49171], [-5.79234, 6.17344, -1.74873], [-3.45873, 6.81195, -2.38640], [-1.69785, 5.13128, -2.21040], [-4.44404, 2.64057, 0.02205], [-6.18620, 3.97602, -0.59711], [-0.88439, 4.41791, 1.63604], [0.83696, 5.99250, 1.91093], [2.76555, 6.17326, 0.21409], [2.66791, 4.67905, -1.77753], [2.36807, 3.59099, -3.57364], [1.84355, 2.17963, -5.44403], [-0.31677, 1.04958, -5.55799], [-1.96783, 1.30195, -3.75150], [-1.48954, -4.63272, 0.14461], [-0.50105, -4.12495, 0.18589], [-1.48381, -5.70617, 0.10197], [-1.30087, -1.81398, 3.64086], [-2.78700, -2.19841, 2.97401], [-3.73575, -0.61013, 2.94341], [-3.39527, 0.46860, 3.72215], [-4.16791, 1.64249, 3.67196], [-5.22777, 1.66715, 2.79387], [-5.57367, 0.53484, 2.00854], [-4.80243, -0.61213, 2.07318], [-2.48457, -2.47280, 1.29294], [-2.22641, -1.41618, 0.55843], [-2.20022, -1.59910, -0.89004], [-2.50626, -2.74834, -1.41052], [-2.62582, -4.09502, -0.63653], [-2.60594, -3.95457, 0.88181], [-1.16880, -2.24532, 4.53029], [-2.65661, 0.38470, 4.42503], [-3.81506, 2.52580, 4.18991], [-5.90126, 2.47438, 2.63653], [-6.37308, 0.57276, 1.27221], [-5.03254, -1.46569, 1.38336], [-2.37055, -0.43602, 0.87450], [-2.02319, -0.77648, -1.54640], [-2.80404, -2.85261, -2.43768], [-3.50607, -4.88406, -0.99613], [-3.27929, -4.64340, 1.39637], [0.49466, -2.82650, -3.58048], [1.64147, -2.15104, -2.66384], [2.81597, -3.17621, -2.51371], [2.01470, -0.88825, -3.30080], [1.14440, -1.78166, -1.42858], [1.83067, -1.97201, 0.01427], [0.57717, -1.15021, 0.85515], [1.97625, -3.47942, 0.43827], [2.51466, -4.18420, 1.59726], [2.82593, -3.22414, 2.68392], [1.47612, -5.24062, 1.93068], [3.78686, -4.86656, 1.19577], [3.20084, -1.21518, 0.14562], [3.69494, 0.18696, 0.35992], [4.77674, 0.37298, -0.69797], [4.30591, 0.30477, 1.71588], [2.55581, 1.15691, 0.21814], [0.95224, -3.00148, -4.58005], [-0.34932, -2.10948, -3.69598], [0.22785, -3.77699, -3.11618], [3.11328, -3.64102, -3.44484], [2.36952, -4.05270, -1.91151], [3.63727, -2.83156, -1.97969], [2.15818, -0.91083, -4.39380], [2.92826, -0.42241, -2.82363], [1.13560, -0.23771, -3.14377], [1.88607, -2.97489, 3.17418], [3.25022, -2.32101, 2.29510], [3.44387, -3.75425, 3.37845], [0.49326, -4.80298, 1.92337], [1.64086, -5.72846, 2.90376], [1.53907, -5.94407, 1.13140], [4.58719, -4.19147, 1.03465], [3.59727, -5.45833, 0.29612], [4.08656, -5.61689, 1.99970], [5.44606, -0.47051, -0.72630], [5.25520, 1.31680, -0.42304], [4.25571, 0.49463, -1.61330], [5.19872, -0.29631, 1.98580], [3.49750, 0.23076, 2.45535], [4.50918, 1.33216, 1.70643], [2.19280, 1.09324, -0.81058], [2.92458, 2.12622, 0.36871], [1.69574, 1.07666, 0.78964]], "relative_energy_kcal_mol": 74.8, "spin_multiplicity": 1, "charge": 1, "orbital_gap_ev": [5.41, 5.27]}